DFT (ωB97M-V/def2-TZVPD) results for a structure of composition C23H35B2Br6CaClF11N4O9PS2 in a non-equilibrium geometry.

Each line ends with the Löwdin charge.
Geometry (Å):
C1 -4.31261 2.16707 1.43895  0.090
C2 -3.04316 2.05987 1.73912  -0.108
C3 -1.43361 1.80066 1.71665  -0.142
C4 -0.92307 1.12491 0.34258  -0.285
C5 -1.35072 2.14397 -0.83938  -0.135
C6 -0.74661 3.65327 -0.67237  -0.149
C7 -0.70859 4.38985 -2.13828  -0.078
C8 -1.47868 5.80570 -2.12886  -0.363
O1 -0.88009 6.91711 -1.94354  0.051
O2 -2.90439 5.81679 -2.36798  0.018
C9 -1.76790 -0.25517 0.04609  -0.287
P1 -2.16030 -1.23917 1.67113  0.804
N1 -2.95897 -2.61382 1.30290  -0.296
N2 -1.02418 -1.25022 -0.76831  -0.117
C10 -1.10851 -1.14104 -2.21993  -0.184
S1 -2.88110 -1.58523 -2.73209  0.796
O3 -3.63088 -0.27723 -2.87056  -0.402
O4 -2.74054 -2.15904 -4.14603  -0.382
C11 0.24064 -1.68549 -0.17242  -0.236
N3 0.68417 -2.96884 -0.31079  -0.462
Cl1 2.15777 -3.53427 0.44523  0.818
S2 -0.13721 -4.21970 -1.21858  0.825
O5 0.20826 -5.55328 -0.55636  -0.287
O6 -1.64256 -4.15397 -1.19558  -0.280
C12 0.58104 -4.38338 -2.97018  -0.380
F1 -0.48466 -4.11769 -3.88873  0.070
F2 1.68203 -3.45263 -3.14493  -0.074
F3 1.03633 -5.72082 -3.19533  0.071
N4 0.92033 -0.71768 0.64263  0.137
C13 0.64650 0.71366 0.33247  -0.202
C14 1.42113 1.09909 -1.04857  -0.107
C15 2.88350 0.45381 -1.21674  -0.160
C16 3.96898 1.45936 -1.88611  -0.672
F4 4.01547 2.75913 -1.25645  -0.143
Br1 3.38726 1.69630 -3.78924  0.824
C17 5.49357 0.85491 -1.82118  -0.673
F5 6.12413 1.27947 -3.08434  -0.420
F6 5.53437 -0.55588 -1.62766  0.009
Br2 6.47303 1.87956 -0.39805  0.806
B1 1.52283 1.51847 1.49875  -0.484
O7 2.17289 2.78995 1.29628  0.089
O8 1.67627 0.87196 2.78152  -0.007
C18 2.10765 1.79063 3.82768  -0.213
C19 3.73474 1.94141 3.93260  -0.066
H1 -5.39950 2.53111 1.29145  0.076
H2 -1.16574 1.20864 2.67177  0.114
H3 -1.01194 2.87162 1.90537  0.136
H4 -1.04676 1.82010 -1.89629  0.098
H5 -2.50501 2.29736 -0.90452  0.136
H6 0.28381 3.68837 -0.17404  0.105
H7 -1.53066 4.24782 -0.05267  0.119
H8 -1.19537 3.72399 -2.95564  0.131
H9 0.40454 4.52774 -2.38877  0.128
H10 -3.33234 5.33813 -1.61839  0.108
H11 -2.77980 0.08568 -0.38096  0.137
H12 -3.01065 -0.52657 2.57087  0.012
H13 -0.91901 -1.57252 2.34169  0.021
H14 -3.07225 -2.56623 0.27663  -0.087
H15 -0.92257 -0.13282 -2.72429  0.122
H16 -0.45152 -1.90732 -2.79788  0.124
H17 -3.46696 -2.51719 -1.87726  0.093
H18 1.88238 -0.93035 0.91319  0.108
H19 1.56056 2.25269 -1.14047  0.120
H20 0.82893 0.80726 -2.00200  0.110
H21 3.37286 0.04204 -0.26522  0.125
H22 2.79218 -0.44325 -1.95181  0.117
H23 3.15629 2.69433 1.19313  0.118
H24 1.56571 2.80760 3.80824  0.131
H25 1.79537 1.29635 4.83622  0.136
H26 4.26360 1.70437 2.92718  0.079
H27 4.18298 1.38543 4.82778  0.085
H28 3.92425 3.07784 4.11314  0.094
C20 4.88384 -6.24384 -3.57277  -1.589
Br3 4.34201 -8.10478 -3.61412  0.686
Br4 4.60989 -5.36945 -5.28420  0.556
Br5 4.02329 -5.27798 -2.12412  0.563
H29 5.95547 -6.22687 -3.37428  -0.031
F7 2.87763 -2.06709 -3.98176  -0.510
C21 -4.82848 4.71707 4.58228  -0.010
C22 -5.96906 3.73682 4.62799  -0.476
O9 -6.01894 2.78764 3.87183  0.080
C23 -7.05258 3.97673 5.65124  -0.181
H30 -4.12665 4.41849 3.79983  0.078
H31 -5.20570 5.71623 4.35181  0.093
H32 -4.30354 4.72176 5.54047  0.091
H33 -7.53038 4.94484 5.46737  -0.013
H34 -6.62521 3.94728 6.65843  -0.045
H35 -7.80998 3.19106 5.56896  0.092
B2 3.02627 -11.46416 -1.84623  -1.132
F8 4.25375 -11.33048 -1.10827  0.033
F9 1.94167 -10.91543 -1.07714  0.035
F10 3.13748 -10.75217 -3.09371  -0.023
F11 2.77306 -12.85450 -2.10931  0.039
Ca1 -8.02007 5.26427 7.67316  0.778
Br6 7.10830 -0.03002 -4.55994  0.468

## Properties
Molar mass in g/mol: 1392.22
F_max in Eh/bohr: 0.201
E_HOMO in eV: -6.99
LUMO in eV: -6.25